Entry i
This record from the Open Molecules 2025 dataset describes a 3-piece molecular cluster, C4H14O2 overall. The level of theory is wB97M-V/def2-TZVPD.

Last columns: bonded neighbours and bond lengths (Å).
Geometry (Å):
1 C 0.774 1.013 -1.620  C2 1.508, H5 1.090, H6 1.093, H7 1.105
2 C -0.673 0.721 -1.312  C1 1.508, C3 1.482, C4 1.575, H8 1.139
3 C -1.221 -0.592 -1.725  C2 1.482, H9 1.091, H10 1.101, H11 1.061
4 C -0.879 1.008 0.223  C2 1.575, H12 1.064, H13 1.090, H14 1.107
5 H 1.093 1.955 -1.172  C1 1.090
6 H 1.475 0.247 -1.280  C1 1.093
7 H 0.956 1.104 -2.706  C1 1.105
8 H -1.343 1.509 -1.788  C2 1.139
9 H -2.254 -0.763 -1.419  C3 1.091
10 H -0.620 -1.450 -1.385  C3 1.101
11 H -1.279 -0.689 -2.780  C3 1.061
12 H -0.473 1.928 0.570  C4 1.064
13 H -1.884 0.858 0.617  C4 1.090
14 H -0.217 0.232 0.654  C4 1.107
15 O 1.013 -1.086 3.683  H16 0.955, H17 0.965
16 H 1.697 -0.716 4.238  O15 0.955
17 H 0.212 -0.627 3.962  O15 0.965
18 O 0.991 -1.297 0.933  H19 0.969, H20 0.961
19 H 1.161 -1.399 1.882  O18 0.969
20 H 1.471 -1.956 0.425  O18 0.961

Output
HOMO = -9.89 eV
E_LUMO = 0.5 eV
orbital gap = 10.382 eV
SMILES string = CC(C)C.O.O

=====

Entry ii
This record from the Open Molecules 2025 dataset describes a 3-piece molecular cluster, C4H14O2 overall. The level of theory is wB97M-V/def2-TZVPD.

Last columns: bonded neighbours and bond lengths (Å).
Geometry (Å):
1 C -2.549 -0.444 -0.630  C2 1.533, H5 1.054, H6 1.045, H7 1.126
2 C -1.049 -0.163 -0.782  C1 1.533, C3 1.474, C4 1.482, H8 1.124
3 C -0.587 1.234 -0.694  C2 1.474, H9 1.172, H10 1.213, H11 1.068
4 C -0.461 -1.176 0.126  C2 1.482, H12 1.066, H13 1.026, H14 1.042
5 H -2.894 -1.427 -0.780  C1 1.054
6 H -2.862 -0.207 0.339  C1 1.045
7 H -3.151 0.264 -1.266  C1 1.126
8 H -0.703 -0.401 -1.824  C2 1.124
9 H 0.521 1.410 -0.354  C3 1.172
10 H -1.150 1.944 0.114  C3 1.213
11 H -0.696 1.918 -1.507  C3 1.068
12 H -1.103 -1.983 0.397  C4 1.066
13 H 0.478 -1.507 -0.126  C4 1.026
14 H -0.377 -0.757 1.076  C4 1.042
15 O 5.096 -0.317 -1.821  H16 0.972, H17 0.982
16 H 5.134 -1.289 -1.820  O15 0.972
17 H 5.222 0.223 -2.631  O15 0.982
18 O 0.373 1.146 4.213  H19 0.969, H20 0.876
19 H 0.433 1.095 3.247  O18 0.969
20 H 0.324 0.437 4.724  O18 0.876

Output
HOMO = -10.76 eV
E_LUMO = 0.8 eV
orbital gap = 11.538 eV
SMILES string = CC(C)C.O.O

=====

Compare the structures above. Which one is the least stable? entry ii is.